i) C3H3I3 as an isolated structure, computed with ωB97M-V with the def2-TZVPD basis set.

Computed properties:
HOMO level: -0.3020 Ha
Multiplicity: 1

Cartesian coordinates (Å):
1 I -2.34 -0.50 2.62
2 C -0.09 0.22 0.15
3 H -0.98 -0.26 -0.04
4 C -0.35 1.44 1.04
5 H 0.47 -0.51 0.95
6 I 0.76 3.12 0.86
7 I -1.57 2.90 3.53
8 C -1.19 1.28 2.34
9 H 0.50 0.43 -0.82

ii) C3H3I3 as an isolated structure, computed with ωB97M-V with the def2-TZVPD basis set.

Computed properties:
HOMO level (spin up / spin down): -0.3081 / -0.2988 Ha
Multiplicity: 1

Cartesian coordinates (Å):
1 C -1.44 0.16 -0.06
2 H -1.74 -0.86 -0.31
3 H -1.76 0.33 0.91
4 I 0.53 2.44 0.06
5 I 3.29 0.27 -0.07
6 C -0.10 0.48 -0.37
7 I 1.76 -2.79 0.09
8 C 1.56 -0.78 0.51
9 H -2.09 0.74 -0.77

Which of them is the most stable, and which is the least stable? i) and ii), in that order.